(1)
Below is a cluster of 2 separate species, C4H9NO4P in total at a distorted geometry, with properties calculated with ωB97M-V/def2-TZVPD.

## Properties
HOMO energy (spin up / spin down), eV: -1.5 / -5.0
Frontier orbital gap (spin up / spin down), eV: 5.228 / 6.743
Spin multiplicity: 3
LUMO level (spin up / spin down), Ha: 0.135 / 0.064
Total charge: -1
Relative energy (zero: lowest compared OMol25 entry of this formula, charge and spin), kcal/mol: 16.7

```
19
Properties=species:S:1:pos:R:3:forces:R:3
C -2.867777 -0.417697 0.250295 0.17 1.33 -0.51
C -1.700519 -0.650104 -0.639906 -6.67 1.00 -2.81
C -0.496284 -0.934919 -0.094542 8.52 -1.16 4.12
C 0.607694 1.012338 -0.491611 1.39 -2.85 -4.95
N 0.236532 1.917098 0.284192 -1.29 2.16 2.37
O 2.654306 -0.933064 -1.237351 -1.35 1.18 1.06
O 2.038389 -0.295672 1.303371 -0.12 -0.36 -1.16
O 3.255935 1.281987 -0.111536 -2.85 0.32 2.64
O -0.406510 -1.165270 1.304034 -1.68 0.27 -1.62
P 2.157910 0.056601 -0.187338 1.92 -0.35 1.28
H -3.778868 -0.019561 -0.251481 0.87 -0.01 0.06
H -3.188752 -1.340805 0.680899 -0.12 -0.65 1.04
H -1.942847 -0.565357 -1.709653 0.96 -0.21 0.52
H 0.405314 -1.334840 -0.619272 -1.46 -0.31 0.00
H 0.336859 1.114716 -1.631430 0.09 -0.35 1.82
H 0.711514 1.706137 1.163120 -0.12 0.34 0.44
H 3.927635 1.344561 -0.705230 2.63 -0.22 -2.86
H -2.455036 0.317690 0.969497 -0.92 -0.54 0.31
H 0.504508 -1.093836 1.723943 0.03 0.40 -1.75
```
Forces are in eV/Å.

(2)
Below is a structure of composition C53H53N2OP3PbS3 at a distorted geometry, with properties calculated with ωB97M-V/def2-TZVPD.

## Properties
HOMO energy (spin up / spin down), eV: -11.9 / -11.9
Frontier orbital gap (spin up / spin down), eV: 5.408 / 2.360
LUMO level (spin up / spin down), Ha: -0.237 / -0.349
Total charge: +2

```
116
Properties=species:S:1:pos:R:3:forces:R:3
Pb -0.136392 0.611258 -0.188513 -0.03 -1.08 0.17
O 4.296323 1.181583 2.798010 -0.05 0.47 0.27
S 3.017497 0.582580 2.365983 0.14 -0.28 1.22
C 1.911401 0.412662 3.866057 0.89 -0.89 -0.19
C 2.534139 0.049873 5.057093 -0.81 0.18 -0.56
C 1.722691 -0.240856 6.154520 1.95 -0.32 1.10
C 0.378377 -0.306518 6.066629 -2.03 0.90 -1.49
C -0.275284 0.185450 4.879178 0.29 -0.33 0.65
C 0.506341 0.555594 3.775271 0.14 0.78 0.41
P -0.088844 1.771807 2.482559 0.03 -0.35 0.56
C -1.708549 2.238747 3.141368 -1.18 1.32 0.12
C -2.766627 1.345903 2.934621 0.13 -1.24 -0.79
C -4.061624 1.597267 3.383874 -0.14 0.74 0.64
C -4.269112 2.759749 4.173306 0.55 -0.92 -1.04
C -3.205048 3.646773 4.444190 -1.10 -0.83 -0.89
C -1.989061 3.488849 3.798423 0.33 -1.48 -0.29
C 0.926668 3.226932 2.836189 0.12 0.17 -1.00
C 1.147956 3.608030 4.145916 -1.57 0.18 1.85
C 1.786935 4.789410 4.438508 1.55 0.89 -0.53
C 2.359119 5.544193 3.364016 0.35 -0.29 1.75
C 2.199916 5.154737 2.045567 -0.35 -0.23 0.64
C 1.426457 4.017123 1.796427 0.44 -0.76 -1.21
C 3.472126 -1.150847 2.042499 -0.99 -0.35 0.48
C 3.869863 -2.087982 2.996267 -0.33 0.85 0.08
C 4.044626 -3.401972 2.595216 1.15 -0.45 1.97
C 4.045951 -3.745731 1.286577 -0.60 -0.33 -2.62
C 3.711165 -2.797489 0.290283 -0.59 -0.65 1.31
C 3.312831 -1.532314 0.712773 0.53 0.04 -0.64
P 2.756303 -0.241658 -0.441451 -0.78 -0.67 -0.81
C 2.665927 -1.037494 -2.073038 -0.35 0.18 -0.13
C 1.933561 -2.253300 -2.183529 0.87 1.81 -0.92
C 1.935691 -2.836261 -3.446754 -0.08 -0.75 0.14
C 2.639271 -2.259461 -4.489674 0.47 0.20 -1.09
C 3.162851 -0.949769 -4.447346 -0.31 -1.51 1.82
C 3.201442 -0.346786 -3.198670 -0.99 -0.06 0.35
C 4.163101 0.820899 -0.596681 0.37 0.77 0.55
C 5.472502 0.358902 -0.633870 0.97 -1.36 0.16
C 6.519374 1.275127 -0.637646 1.91 -1.90 0.09
C 6.308254 2.623518 -0.581392 0.12 1.95 0.40
C 5.010108 3.119445 -0.484465 -0.73 -1.26 0.11
C 3.938756 2.184484 -0.480242 2.03 1.23 -0.36
H 3.610251 -0.027522 5.134301 0.01 0.27 -0.08
H 2.197012 -0.433628 7.134980 -0.24 -0.08 -0.72
H -0.189342 -0.617926 6.932670 -0.20 0.10 -0.11
H -1.377167 0.335132 4.880935 1.00 -0.20 -0.04
H -2.570657 0.414553 2.328139 -0.12 0.94 0.79
H -4.895800 0.888626 3.148505 0.81 0.89 0.26
H -5.285959 3.025870 4.416649 0.00 -0.03 0.58
H -3.442125 4.466286 5.090304 0.22 0.65 -0.04
H -1.273361 4.299929 3.758436 0.13 -0.19 0.41
H 0.581176 3.109474 4.979268 1.02 0.07 -0.86
H 2.015607 5.101775 5.484688 -0.50 -0.30 -1.01
H 3.029184 6.362780 3.684169 -0.59 -0.29 -0.63
H 2.697172 5.703757 1.259885 -0.14 -0.02 -0.15
H 1.338066 3.659468 0.732592 -0.13 0.43 1.13
H 4.015404 -1.790891 4.037038 -0.16 -0.25 -0.40
H 4.308924 -4.165420 3.351191 -0.26 0.56 -0.47
H 4.203636 -4.779494 0.948028 0.10 0.50 0.39
H 3.553586 -3.119092 -0.729268 0.43 0.08 0.03
H 1.432266 -2.615295 -1.297448 -0.14 -0.48 -0.12
H 1.461922 -3.798893 -3.684469 0.17 0.44 0.51
H 2.806799 -2.922255 -5.346227 -0.30 0.67 -0.05
H 3.659984 -0.444526 -5.228997 0.22 0.11 -1.11
H 3.528527 0.707775 -3.159826 0.18 -0.84 0.44
H 5.744852 -0.748537 -0.568554 -0.67 1.64 -0.27
H 7.589078 0.874238 -0.600613 -1.67 0.63 -0.18
H 7.159733 3.336513 -0.501446 -0.69 -0.73 -0.21
H 4.806936 4.173427 -0.316936 0.09 -0.16 -0.19
H 2.971288 2.585779 -0.354948 -1.16 0.16 0.13
S -0.904649 -3.923141 0.616595 -0.16 0.39 0.28
C -1.236748 -2.358354 0.849743 -0.04 0.66 -0.64
N -1.502311 -1.192594 0.906529 0.43 -0.44 0.07
C 0.686768 2.389265 -3.291581 -0.77 0.95 0.59
C -0.594924 2.805186 -2.573794 0.62 -0.50 -1.42
C -1.182490 4.097437 -2.460623 -0.53 0.85 1.47
C -2.308319 3.968533 -1.664538 0.82 1.30 -1.17
C -2.454301 2.582495 -1.514851 0.09 -0.15 0.61
C -3.557578 2.034477 -0.726483 -0.34 -0.54 0.71
N -1.399213 1.890999 -2.033648 -0.76 -0.61 0.37
H 0.889888 3.055240 -4.143425 0.08 0.01 0.50
H 0.498796 1.414719 -3.714602 0.30 -0.55 0.16
H 1.544996 2.409916 -2.576412 -0.43 -0.17 -0.65
H -0.697638 4.988260 -2.755255 0.25 0.82 -0.42
H -2.957645 4.724988 -1.198104 0.42 -0.40 -0.64
H -4.515503 2.042542 -1.297810 0.64 -0.27 0.37
H -3.695735 2.692411 0.153871 -0.11 -0.26 -0.38
H -3.273044 1.043565 -0.339205 -0.53 0.01 -0.30
C -5.006873 -1.791819 1.422692 0.32 0.96 -1.01
S -6.594265 -2.515287 1.622462 0.41 -0.89 -0.55
C -6.429422 -4.181107 0.895572 0.11 0.65 1.95
H -4.667110 -1.362553 2.358646 -0.18 0.27 0.28
H -5.196716 -0.949393 0.688300 0.33 -0.61 0.72
H -4.196978 -2.416501 1.041794 -0.36 -0.30 -0.11
H -6.552835 -4.215030 -0.165795 0.48 0.20 -0.75
H -7.274287 -4.650704 1.334983 -1.01 -0.67 0.20
H -5.561074 -4.653425 1.381931 0.09 0.27 -0.81
C -2.648655 -0.737996 -5.419778 -0.39 1.14 -0.55
P -2.508251 -1.633197 -3.840839 -0.05 0.37 0.52
C -4.275502 -1.610315 -3.339907 0.24 -0.22 0.62
C -2.358221 -3.339462 -4.416743 0.24 0.58 0.62
C -3.105545 -3.978403 -5.393990 -0.56 -0.16 -0.88
C -2.684553 -5.228811 -5.877102 -0.31 -0.11 0.51
C -1.595817 -5.838104 -5.235166 0.21 -0.84 0.38
C -1.083399 -5.298572 -4.041842 1.05 -0.50 -0.39
C -1.375238 -4.000314 -3.682709 -1.17 -1.05 -0.87
H -3.447209 -1.249121 -5.986684 0.61 0.35 -0.28
H -1.673230 -0.697613 -5.935438 -0.51 -0.44 0.01
H -2.940276 0.348354 -5.335951 0.11 -1.08 0.33
H -4.909293 -1.362402 -4.163657 -0.65 -0.11 -0.55
H -4.368978 -0.836098 -2.608627 -0.22 0.81 0.50
H -4.592895 -2.522574 -2.820930 0.17 -0.04 -0.42
H -4.043390 -3.507024 -5.791744 1.14 -0.40 0.22
H -3.286031 -5.769380 -6.634221 0.72 0.51 0.36
H -1.144590 -6.799997 -5.575745 -0.81 0.80 0.19
H -0.364152 -5.864130 -3.426575 -0.34 0.15 -0.55
H -1.009572 -3.549274 -2.790478 0.57 0.29 0.42
```
Forces are in eV/Å.

(3)
Below is an isolated molecule of C2H4N2O2S at a distorted geometry, with properties calculated with ωB97M-V/def2-TZVPD.

## Properties
HOMO energy, eV: -9.6
Frontier orbital gap, eV: 10.291
LUMO level, Ha: 0.024
Relative energy (zero: lowest compared OMol25 entry of this formula, charge and spin), kcal/mol: 22.2

```
11
Properties=species:S:1:pos:R:3:forces:R:3
H -1.841451 1.480444 -0.277896 0.16 0.16 0.58
N -0.864434 1.677605 -0.068925 -0.75 0.53 -0.85
C -0.189811 0.643146 0.060508 0.51 -0.61 0.48
N 1.176016 0.712628 0.204594 0.78 1.48 0.02
S 2.327901 -0.453950 -0.184172 -0.12 -0.22 0.60
O -0.594134 -0.686473 0.193492 0.20 0.27 -0.51
C -1.874539 -1.005577 -0.013619 -1.57 -0.07 0.06
O -2.816967 -0.251140 -0.085254 0.93 -0.84 -0.08
H 1.473714 1.702994 0.121825 -0.22 -1.15 0.10
H 2.584801 -0.867965 1.089625 0.00 0.05 -0.48
H -1.969642 -2.108419 -0.083709 0.09 0.41 0.07
```
Forces are in eV/Å.

Which formula does entry 3 have? C2H4N2O2S